(1)
C16H14AuCl3N2O2Si as an isolated structure, computed with ωB97M-V/def2-TZVPD.

Values from the calculation:
E_LUMO (alpha / beta) ... -0.0067 / -0.0918 hartree
HOMO-LUMO gap (alpha / beta) ... 7.14 / 5.24 eV
Multiplicity ... 3

The geometry in XYZ format:
```
39
Properties=species:S:1:pos:R:3:mulliken_spin:R:1
Au -0.0161 -0.2779 -0.8118 0.5294
O 1.3575 1.2306 1.2260 0.3542
C 2.5516 0.9079 1.3157 0.0484
C 3.5970 1.9082 1.2220 0.2023
C 4.9119 1.5804 1.3792 -0.0725
C 5.2786 0.2531 1.6491 0.2733
C 4.3104 -0.7476 1.7563 -0.0613
C 2.9788 -0.4707 1.5570 0.1651
C 1.9923 -1.5428 1.6680 -0.0314
N 0.9401 -1.6117 0.9695 0.1478
C -0.0914 -2.5780 1.3029 0.0171
C -1.3538 -1.7684 1.5847 -0.0084
N -1.6874 -0.9951 0.3943 0.0327
C -2.8787 -0.5258 0.2813 0.0074
C -3.4219 0.2420 -0.7985 -0.0438
C -4.7442 0.7087 -0.6230 0.0017
C -5.3998 1.4213 -1.5887 0.0063
C -4.7268 1.6825 -2.7948 0.0011
C -3.4480 1.2440 -3.0073 0.0205
C -2.7370 0.5031 -2.0239 0.0406
O -1.5530 0.0816 -2.3314 0.1597
H 3.2669 2.9186 1.0238 -0.0001
H 5.6783 2.3399 1.3000 0.0000
H 6.3226 -0.0031 1.7688 0.0114
H 4.6220 -1.7649 1.9623 0.0013
H 2.2023 -2.3087 2.4249 0.0147
H 0.1850 -3.1907 2.1668 0.0026
H -0.2600 -3.2237 0.4385 0.0006
H -1.1461 -1.0914 2.4194 -0.0010
H -2.1783 -2.4271 1.8691 -0.0002
H -3.5842 -0.7374 1.0919 0.0034
H -5.2393 0.4880 0.3168 0.0004
H -6.4096 1.7730 -1.4318 0.0004
H -5.2274 2.2436 -3.5748 -0.0002
H -2.9311 1.4434 -3.9365 -0.0008
Cl 3.4786 -0.6531 -1.8036 0.0182
Si 1.7066 0.4043 -2.1808 0.1330
Cl 2.2794 2.3976 -1.9871 0.0140
Cl 1.3745 0.1462 -4.1941 0.0122
```


(2)
C16H14BF5MoN6S as an isolated structure at a distorted geometry, computed with ωB97M-V/def2-TZVPD.

Values from the calculation:
Energy relative to the best compared isomer or geometry (same formula, charge and spin) ... 119.2 kJ/mol
E_LUMO (alpha / beta) ... -0.3750 / -0.3336 hartree
Total charge ... +2
HOMO-LUMO gap (alpha / beta) ... 5.35 / 6.49 eV
Multiplicity ... 3

The geometry in XYZ format:
```
44
Properties=species:S:1:pos:R:3:mulliken_spin:R:1
H 0.2451 3.1718 0.9853 -0.0048
N 0.4706 1.7991 -0.6444 -0.0083
B 1.0245 0.8426 -2.9966 -0.0364
N 0.8671 1.9929 -1.9903 0.0127
C 1.0426 3.3058 -2.2110 0.0334
Mo 0.2557 -0.0585 -0.0262 2.1579
H 1.3148 3.6385 -3.1889 0.0019
C 0.7955 4.0124 -1.0142 0.0097
H 0.8420 5.0771 -0.9081 0.0015
C 0.4728 3.0592 -0.0583 0.0108
H 1.5084 1.2446 -4.0338 -0.0003
C -1.8938 -2.8514 1.7198 0.0094
H -2.2439 -3.1709 2.7228 0.0007
H -0.8571 -3.1924 1.5355 -0.0016
H -2.6017 -3.2576 0.9754 0.0005
N -0.3713 0.2667 -3.2531 0.0097
N 1.9097 -0.2911 -2.4164 0.0147
N -1.1304 -0.2525 -2.2163 -0.0167
N 1.7440 -0.8028 -1.1084 -0.0014
C -1.0098 0.1958 -4.4343 -0.0003
C 2.9323 -0.9431 -2.9955 0.0617
H -0.5449 0.5475 -5.3492 -0.0001
H 3.1768 -0.7109 -4.0037 0.0026
C -2.2477 -0.3588 -4.2005 0.0001
C 3.4739 -1.8492 -2.0822 0.0194
C -2.2988 -0.6275 -2.8376 0.0007
C 2.7546 -1.7404 -0.9028 0.0177
H -3.0238 -0.5219 -4.9452 0.0001
H 4.2959 -2.5129 -2.2671 0.0018
H -3.1496 -1.0698 -2.3252 0.0005
H 2.8348 -2.2067 0.0727 -0.0014
H -1.8394 -1.7374 1.6551 -0.0049
F -2.7246 -0.2950 6.3124 -0.0014
C -1.7551 -0.1930 5.3906 -0.0106
C -1.4284 1.0600 4.8546 0.0025
F -2.0887 2.1643 5.2642 0.0003
C -0.4227 1.1627 3.9022 -0.0043
F -0.1106 2.4030 3.4117 0.0002
C 0.2530 0.0203 3.4247 0.0349
S 1.3425 0.1116 2.0040 -0.3017
C -0.0347 -1.2164 4.0419 -0.0136
F 0.6535 -2.3423 3.6684 -0.0007
C -1.0495 -1.3299 4.9826 0.0024
F -1.3839 -2.5435 5.4854 0.0003
```